# C40H128N10O19

A 19-piece molecular cluster, C40H128N10O19 overall in a non-equilibrium geometry (wB97M-V/def2-TZVPD, the Open Molecules 2025 dataset).

The geometry in XYZ format:
```
197
Properties=species:S:1:pos:R:3:forces:R:3:mulliken_charge:R:1
C -4.5447 -2.6961 -1.6578 0.337 -0.089 -1.643 -0.873
C -5.5108 -2.0808 -0.6782 -1.031 -1.002 0.550 -0.010
C -4.8079 -1.7607 0.6475 -0.524 -0.581 -0.535 0.873
O -4.1952 -2.9333 1.2093 1.033 2.280 -0.382 -0.105
C -4.9628 -3.7187 2.0378 -1.019 -1.988 -0.237 -1.039
N -6.1495 -0.9527 -1.3141 0.701 0.823 -0.490 -0.702
H -3.9963 -1.8692 -2.1088 0.266 0.029 -0.121 -0.092
H -5.0976 -3.1707 -2.4685 -0.307 0.306 -0.178 0.399
H -3.8130 -3.4740 -1.4397 -0.139 0.237 1.142 0.152
H -6.3657 -2.7532 -0.6056 0.223 -0.584 0.917 0.549
H -5.4537 -1.2558 1.3659 -0.356 -0.235 0.220 0.530
H -4.0594 -1.0131 0.3849 0.568 -0.271 0.105 -1.036
H -4.3203 -4.3376 2.6641 0.132 0.477 0.293 0.247
H -5.4595 -4.4477 1.3975 -0.439 -0.284 -0.060 0.339
H -5.7655 -3.2575 2.6131 0.342 0.610 0.179 0.373
H -6.9304 -0.5400 -0.8243 0.017 -0.255 0.309 0.334
H -5.4369 -0.2466 -1.4311 -0.012 0.549 -0.251 0.191
C 3.4588 3.9114 -5.6416 2.240 -0.773 -1.132 -1.689
C 2.3457 4.3938 -4.8028 0.202 0.358 1.213 0.513
C 1.7166 3.2318 -3.9848 -0.610 -0.585 -0.942 0.007
O 1.1901 2.2638 -4.9007 0.578 0.757 -0.891 -0.479
C 0.5438 1.1693 -4.3310 -0.438 -0.007 0.276 -0.200
N 2.9186 5.4509 -3.9047 -0.702 -0.327 0.253 -0.745
H 3.9958 4.6972 -6.1728 -0.493 0.472 -0.033 0.409
H 3.2690 3.1477 -6.3958 -0.643 -0.026 0.198 0.312
H 4.2795 3.5064 -5.0495 -0.105 -0.286 0.497 0.320
H 1.6778 4.9342 -5.4735 -0.663 -0.364 0.256 0.324
H 0.9413 3.5501 -3.2879 -0.376 0.395 -0.049 0.036
H 2.4268 2.7092 -3.3440 0.702 0.250 0.009 0.423
H 1.2181 0.5322 -3.7589 0.095 0.208 0.630 0.291
H 0.1255 0.4828 -5.0671 0.093 0.458 -0.575 -0.074
H -0.2982 1.5718 -3.7678 -0.034 -0.436 0.619 0.200
H 2.1639 6.0003 -3.5192 -0.488 0.475 -0.363 0.334
H 3.2056 5.0241 -3.0355 0.691 -0.578 0.038 0.147
C -1.1929 -2.9610 -8.7140 0.275 -0.006 -0.877 -1.499
C -2.2719 -2.2163 -7.9851 -0.743 1.348 -0.719 0.510
C -2.1794 -2.5856 -6.5162 -0.844 0.178 0.528 -0.760
O -1.1044 -1.8523 -5.9344 0.762 0.027 -0.254 -0.310
C -0.7726 -2.2681 -4.6459 0.190 -0.686 1.193 -0.873
N -2.1723 -0.7193 -8.1100 1.295 -1.119 0.398 -0.856
H -1.4616 -4.0172 -8.7350 0.208 -0.157 0.326 0.362
H -0.2188 -2.8100 -8.2488 0.039 -0.113 -0.060 0.243
H -1.1415 -2.6911 -9.7688 0.103 0.341 0.058 0.397
H -3.2064 -2.4029 -8.5144 -0.345 -0.823 0.731 0.429
H -2.0393 -3.6580 -6.3810 0.046 -0.122 0.109 0.476
H -3.0781 -2.2529 -5.9969 -0.370 -0.274 0.154 0.308
H -0.4024 -3.2918 -4.5914 -0.437 -0.497 -0.344 0.487
H -1.5939 -2.1546 -3.9383 -0.431 -0.165 -0.049 0.202
H 0.0560 -1.7656 -4.1468 0.101 0.907 -0.808 0.245
H -2.9754 -0.2446 -7.7229 -0.626 -0.304 -0.106 0.277
H -1.5150 -0.6415 -7.3471 0.762 1.447 -0.161 0.396
C -0.9018 -3.2693 -0.6436 -2.157 -0.976 -0.840 -1.188
C -0.0026 -3.9440 0.3187 0.573 0.741 -1.146 0.388
C 1.2407 -4.5334 -0.4240 -0.066 -0.122 1.397 -0.825
O 0.8162 -5.6940 -1.0888 0.318 -0.422 -1.245 -0.378
C 1.8567 -6.5495 -1.5873 -0.032 -0.015 1.133 -0.816
N 0.2037 -2.9179 1.2958 1.312 -0.668 1.670 0.731
H -1.3347 -4.0903 -1.2150 -0.023 0.420 -0.979 0.662
H -0.5272 -2.4289 -1.2280 0.428 -0.276 -0.067 0.077
H -1.7506 -2.8978 -0.0696 -0.097 0.182 -0.096 -0.224
H -0.5825 -4.7326 0.7982 0.313 -0.320 -0.040 0.648
H 2.0456 -4.7925 0.2639 0.047 -0.202 0.667 0.525
H 1.7305 -3.7813 -1.0425 -0.350 0.202 -0.721 0.279
H 1.4392 -7.3483 -2.2003 -0.225 0.434 -0.164 0.303
H 2.3353 -7.0539 -0.7478 -0.013 -0.141 0.389 0.332
H 2.7005 -6.0620 -2.0755 -0.356 0.512 -0.482 0.280
H 0.7080 -2.1091 0.9616 0.090 -0.141 -0.442 -0.821
H 0.8154 -3.3390 1.9803 0.284 0.413 0.749 -0.220
C 0.3387 -2.7801 4.9113 -0.484 0.341 0.156 -0.971
C 1.5720 -1.9017 5.0700 0.557 0.181 -1.382 0.269
C 2.3475 -1.7365 3.7209 0.390 -0.347 1.004 -0.184
O 2.9070 -2.9057 3.1391 -0.723 -0.550 -1.140 -0.013
C 3.8421 -3.6861 3.8670 -0.768 1.169 0.309 -1.033
N 1.1765 -0.5186 5.4811 0.267 -1.490 -0.191 -0.725
H -0.3593 -2.2453 4.2672 -0.117 0.053 -0.184 -0.476
H -0.1809 -2.9230 5.8588 0.123 0.070 0.180 0.487
H 0.4414 -3.7706 4.4680 0.586 0.038 -0.026 0.269
H 2.3184 -2.3624 5.7172 -0.335 0.301 0.774 0.735
H 3.1880 -1.0626 3.8870 0.026 0.329 0.293 0.591
H 1.6696 -1.2337 3.0312 0.098 -0.378 -0.483 -0.364
H 4.7588 -3.1272 4.0550 0.260 0.175 -0.003 0.300
H 4.0858 -4.5633 3.2676 -0.253 -0.029 0.207 0.209
H 3.3848 -3.9014 4.8327 0.322 -0.696 0.089 0.385
H 2.0026 0.0411 5.3252 0.243 0.307 0.554 0.344
H 0.5760 -0.2067 4.7312 -0.693 0.201 -0.110 0.227
C 4.1880 3.8081 3.0844 1.157 1.056 0.648 -1.449
C 4.3473 2.4345 3.7540 0.221 2.179 -1.091 0.268
C 3.5477 2.3252 5.0780 0.172 -0.528 -0.811 -0.664
O 3.5898 0.9855 5.5629 0.563 -0.459 0.923 -0.246
C 4.5779 0.7034 6.5472 0.690 0.222 -0.433 -0.973
N 3.9921 1.5429 2.6819 -0.521 -1.356 0.882 -0.678
H 3.2113 4.0551 2.6682 -0.337 -0.292 0.612 0.218
H 4.8486 3.9412 2.2277 0.255 -0.586 -0.093 0.369
H 4.5426 4.5898 3.7560 -0.458 0.313 0.192 0.445
H 5.4105 2.2316 3.8828 0.162 0.318 0.780 0.371
H 2.4764 2.4804 4.9500 0.026 0.533 -0.432 0.202
H 3.9384 3.0516 5.7906 0.052 -0.063 0.217 0.462
H 5.5570 0.8593 6.0941 0.299 0.166 0.140 0.346
H 4.5883 -0.3287 6.8976 -0.647 -0.155 -0.458 0.297
H 4.5050 1.3067 7.4520 -0.279 0.375 -0.110 0.330
H 3.8013 0.7390 3.2628 -0.470 -1.187 -0.810 0.360
H 3.1096 1.8849 2.3291 -0.621 -0.354 -0.205 0.329
C -4.9393 2.7666 0.3723 0.073 1.489 -0.848 -1.980
C -3.8036 1.8722 0.6984 -0.006 -0.640 -1.630 1.089
C -2.8891 1.5837 -0.5353 0.537 -0.857 1.841 0.126
O -3.4674 0.7516 -1.4846 -0.743 -0.401 -1.949 -0.389
C -2.6745 0.6256 -2.7077 -0.619 0.340 1.081 -0.711
N -2.9514 2.4919 1.7061 -0.624 -0.262 -0.030 -0.281
H -5.5554 2.3860 -0.4424 -0.259 -0.045 0.229 0.375
H -4.4823 3.6967 0.0346 -0.339 0.493 -0.178 0.366
H -5.4835 2.9771 1.2929 -0.446 -0.052 -0.211 0.529
H -4.4104 1.0201 1.0047 1.282 -0.928 0.625 -0.269
H -2.0246 1.0239 -0.1784 0.359 0.202 0.398 -0.017
H -2.4824 2.5306 -0.8902 -0.301 0.335 -0.544 -0.010
H -1.7070 0.1763 -2.4836 0.238 0.322 0.150 0.238
H -2.6163 1.6254 -3.1378 0.444 -0.013 -0.125 0.226
H -3.1424 -0.0264 -3.4454 -0.523 -0.008 0.388 0.439
H -2.5371 3.2878 1.2424 0.811 0.269 -0.242 0.008
H -3.6189 2.9753 2.2900 0.092 -0.108 0.951 0.339
C -3.6146 0.3898 5.0592 -0.559 0.444 0.955 -1.142
C -4.1582 -0.9682 5.5456 1.766 0.516 0.238 0.387
C -5.6328 -1.1037 5.2167 -0.023 0.707 -0.348 -0.340
O -6.5003 -0.0617 5.6905 0.323 0.274 2.856 -0.384
C -6.5811 0.0378 7.1792 -0.012 -0.539 -1.085 -0.744
N -3.3139 -2.0294 5.0057 -0.398 -1.253 -1.429 -0.713
H -2.7560 0.7331 5.6363 0.209 -0.232 -0.127 0.325
H -4.3636 1.1735 5.1727 -0.168 0.087 0.000 0.553
H -3.3361 0.3589 4.0058 -0.002 -0.215 0.021 0.025
H -4.0096 -1.2252 6.5944 -0.292 1.129 0.542 0.484
H -5.9491 -2.0913 5.5526 -0.397 -0.151 -0.381 0.378
H -5.7327 -0.8625 4.1584 -0.048 -1.057 -0.424 -0.154
H -5.6141 0.0693 7.6811 0.235 -0.028 -0.378 0.294
H -7.1323 -0.8100 7.5862 0.028 -0.324 -0.181 0.304
H -7.1292 0.9127 7.5288 -0.008 0.232 -0.800 0.291
H -2.3318 -1.9809 5.2362 -0.026 0.383 1.258 0.291
H -3.1536 -1.9221 4.0143 -0.725 0.012 -0.584 -0.060
C -1.8155 4.7145 -3.0291 0.071 -1.085 0.002 -1.410
C -0.9624 5.7850 -3.5833 -1.069 1.566 0.017 2.060
C -1.7526 6.6518 -4.5347 0.004 0.066 -2.211 -1.368
O -3.0585 7.0458 -4.1395 0.376 -0.746 0.181 -0.296
C -3.4716 8.2715 -4.6817 -0.363 1.110 0.726 -0.844
N -0.5771 6.6033 -2.4634 0.983 0.788 1.244 -0.664
H -2.0378 4.0209 -3.8400 -0.348 -0.287 0.258 0.315
H -2.7229 5.1354 -2.5959 -0.051 -0.161 -0.052 0.536
H -1.2108 4.2379 -2.2576 -0.302 -0.423 0.078 0.061
H -0.1015 5.3734 -4.1101 0.047 0.157 0.047 -1.030
H -1.8548 6.1245 -5.4832 -0.065 -0.257 -0.331 0.438
H -1.1634 7.5325 -4.7898 0.175 0.298 0.180 0.592
H -4.5595 8.3356 -4.7043 -0.013 -0.361 0.162 0.243
H -3.1467 8.5881 -5.6728 0.445 -0.777 -0.274 0.334
H -3.1258 9.0489 -4.0004 0.001 0.395 0.020 0.330
H -0.0120 7.3942 -2.7377 0.628 -0.062 -0.318 0.306
H -1.3921 7.1088 -2.1468 -0.601 -0.273 0.310 0.302
C 6.5581 -4.2152 -1.9990 0.809 -1.039 0.320 -1.622
C 5.5653 -4.2009 -0.8201 0.972 0.178 -0.517 0.470
C 6.2781 -4.3136 0.5512 0.257 -0.777 -1.392 -0.506
O 7.1350 -5.4941 0.4284 -1.807 1.758 -0.367 -0.337
C 7.9743 -5.6279 1.5263 0.118 0.014 -0.315 -0.734
N 4.8477 -2.9482 -0.9599 -0.824 0.341 0.777 -0.293
H 6.2027 -3.9109 -2.9834 -0.861 -0.224 0.140 0.476
H 6.9977 -5.2075 -2.1009 0.272 0.104 -0.097 0.362
H 7.3539 -3.4873 -1.8407 0.253 -0.075 0.455 0.382
H 4.8983 -5.0630 -0.8312 -0.248 0.085 -0.398 0.033
H 5.5448 -4.3795 1.3549 -0.152 -0.537 0.106 0.021
H 6.8298 -3.4058 0.7957 0.608 0.088 -0.269 0.469
H 8.5036 -6.5563 1.3121 0.117 -0.012 0.738 0.248
H 7.3637 -5.6114 2.4291 0.328 -0.409 0.431 0.269
H 8.6719 -4.7906 1.5457 0.304 0.061 0.254 0.313
H 5.5616 -2.2355 -0.9112 0.026 0.532 0.299 0.241
H 4.5613 -2.8840 -1.9263 -0.392 -0.040 -0.137 0.226
O 3.6045 3.7045 -0.6505 -0.014 -0.130 -0.145 -0.506
H 3.1882 4.5656 -0.6140 -0.304 0.267 0.175 0.169
H 4.4167 3.8510 -1.1353 0.387 -0.035 -0.085 0.234
O -1.9779 -1.5889 2.2555 -0.761 0.770 0.581 1.244
H -2.8128 -1.8049 1.8401 -0.495 -0.316 -0.068 -0.270
H -1.3453 -2.1770 1.8430 1.299 -0.762 -0.299 -0.148
O 1.5567 2.5164 1.0317 0.576 0.740 0.271 0.250
H 1.1014 1.7595 0.6628 -0.686 -0.814 -0.317 0.229
H 2.2795 2.6804 0.4260 0.245 0.257 -0.213 -0.433
O 0.2696 0.2574 0.2329 -0.249 0.335 -0.720 0.205
H 0.9827 -0.2968 0.5499 0.697 -0.426 -0.126 -0.452
H -0.3269 0.3304 0.9779 -0.410 0.083 0.747 0.037
O 4.5521 0.8895 -0.1027 0.067 -0.708 -0.879 -0.631
H 4.1178 1.6748 -0.4356 -0.159 0.206 -0.050 0.142
H 4.5041 0.9740 0.8495 0.168 0.433 1.110 0.499
O -1.0849 5.1783 0.8340 -0.075 -0.354 0.139 -0.537
H -1.1254 5.3710 -0.1027 0.181 0.177 -0.484 0.260
H -1.7396 5.7558 1.2264 -0.109 0.218 0.212 0.230
O -1.0161 0.7786 2.8384 1.377 0.225 0.279 0.167
H -1.3949 -0.0944 2.7357 -0.408 -0.907 0.030 -0.460
H -1.6007 1.3535 2.3444 -0.876 0.886 -0.157 0.131
O 2.5513 -1.2765 0.4225 -0.576 0.086 0.229 0.118
H 3.2685 -0.6614 0.2688 0.513 0.534 -0.275 0.063
H 2.8876 -2.1186 0.1161 0.426 -0.428 -0.081 -0.158
O 0.4113 3.1586 3.4655 0.098 0.580 0.806 -0.821
H -0.0666 2.3295 3.4865 -0.203 -0.450 -0.013 0.303
H 0.8775 3.1459 2.6296 0.071 -0.052 -0.491 0.262
```
Forces are in eV/Å.

Properties
- Frontier orbital gap: 8.77 eV
- F_max: 2.89 eV/A
- Charge: 0

# C3H4N4O

C3H4N4O as an isolated structure in a non-equilibrium geometry (wB97M-V/def2-TZVPD, the Open Molecules 2025 dataset).

The geometry in XYZ format:
```
12
Properties=species:S:1:pos:R:3:forces:R:3:mulliken_charge:R:1
C -0.1713 -1.4738 0.6619 -0.034 1.008 -1.015 0.142
C -0.5963 0.4069 -1.2620 -1.565 -1.566 -0.532 0.108
C 0.0942 1.4913 0.2122 -1.686 -0.343 3.781 0.035
H 1.7873 -0.9519 1.1748 -1.921 0.574 -3.255 0.340
H -0.5614 -1.8436 1.6817 1.219 0.588 -1.667 0.328
H -0.3258 1.2803 -1.9601 -0.928 -1.629 1.051 0.365
H 0.0330 2.6456 0.4392 0.278 -2.447 -0.955 0.367
N 1.0714 -0.7259 0.2832 3.009 1.350 6.560 -0.316
N -0.8985 -1.5907 -0.3616 0.049 -0.701 -1.095 -0.356
N -0.3090 -0.8473 -1.5078 -2.212 2.521 2.337 -0.296
N 1.1539 0.8137 0.4934 -1.428 -1.530 -0.817 -0.353
O -1.2775 0.7954 0.1452 5.218 2.175 -4.394 -0.363
```
Forces are in eV/Å.

Properties
- Frontier orbital gap: 10.31 eV
- F_max: 7.34 eV/A
- Charge: 0

The records above yield energy above the lowest of the compared OMol25 structures with the same formula, charge and spin values of 0.0; 176.4 kcal/mol, respectively.